{"formula": "C6H6N3O4", "method": "ωB97M-V/def2-TZVPD", "symbols": ["C", "C", "C", "C", "C", "C", "N", "N", "N", "O", "O", "O", "O", "H", "H", "H", "H", "H", "H"], "coordinates": [[-1.61728, 0.48533, 1.60892], [-2.03680, 0.40416, 0.31676], [-0.25577, 0.19418, 1.67761], [2.25922, -1.24744, 1.00285], [1.65520, -0.63553, -1.53610], [1.40447, -0.34662, -0.05016], [-0.95633, 0.05360, -0.47229], [0.10347, -0.01243, 0.36009], [2.05984, 1.71805, -0.11610], [1.51105, -2.26138, 1.23488], [1.83281, 2.24499, 0.97779], [3.26615, -0.79828, 1.52351], [2.71278, 2.10539, -1.03509], [-2.22749, 0.68201, 2.36590], [-3.08227, 0.67640, 0.10294], [0.37756, 0.10630, 2.54117], [1.00442, -0.26329, -2.31808], [1.57912, -1.66692, -1.61993], [2.64380, -0.50351, -1.77421]], "orbital_gap_ev": [8.25, 8.25], "charge": -1, "lumo_ev": [3.47, 3.47]}



{"formula": "C6H6N3OP", "method": "ωB97M-V/def2-TZVPD", "symbols": ["C", "C", "C", "C", "C", "C", "N", "N", "N", "O", "P", "H", "H", "H", "H", "H", "H"], "coordinates": [[-0.42609, -2.66653, -0.06534], [2.72163, 1.34286, -0.22583], [-1.12661, 0.17717, 0.35273], [-2.17261, 1.10899, -0.01711], [0.78881, -2.20235, 0.58494], [1.83690, 0.26932, -0.72086], [0.56033, -2.68503, -0.77017], [3.35227, 0.30912, -0.38309], [-2.23880, -0.36211, 0.40799], [1.61684, 0.16256, 1.86411], [0.97490, -0.37609, 0.67074], [-1.53447, -2.51693, -0.11693], [2.77715, 2.38368, -0.00496], [-2.42599, 1.85062, 0.82656], [-2.51212, 1.35653, -1.06676], [1.33806, -2.96321, 1.19658], [1.70729, 0.02089, -1.76122]], "smiles": "O=P(C1=NC1)([C@H]1C=N1)[C@H]1C=N1", "orbital_gap_ev": 10.26, "lumo_ev": 0.57}



{"formula": "C6H6N5", "method": "ωB97M-V/def2-TZVPD", "symbols": ["C", "C", "C", "C", "C", "C", "N", "N", "N", "N", "N", "H", "H", "H", "H", "H", "H"], "coordinates": [[-2.24386, 1.13191, -0.05738], [-2.87888, -0.76421, 1.25779], [-1.06521, 0.80419, -0.69755], [-0.56324, -1.02946, 1.38532], [2.11375, 0.60715, -0.19886], [1.27412, 0.23947, -1.36473], [-3.02712, 0.51527, 0.79496], [-1.75641, -1.30163, 1.66804], [-0.10175, 0.56947, -1.29992], [0.57962, -0.94737, 1.18940], [3.24416, -0.03104, -0.05029], [-2.52912, 2.20055, -0.37522], [-3.76150, -1.40455, 1.28312], [1.80643, 0.95823, -2.08721], [1.31607, -0.97471, -1.44430], [3.66458, -0.81053, -0.57668], [3.92838, 0.23727, 0.57352]], "orbital_gap_ev": [4.97, 4.97], "charge": 1, "lumo_ev": [-7.07, -7.07]}



{"formula": "C6H6NO3S", "method": "ωB97M-V/def2-TZVPD", "symbols": ["C", "C", "C", "C", "C", "C", "N", "O", "O", "O", "S", "H", "H", "H", "H", "H", "H"], "coordinates": [[0.19667, 2.53459, -0.90405], [-0.87868, 0.41994, 2.22047], [0.27709, 1.59325, 0.25229], [0.83307, 0.45960, -0.56780], [-1.05995, 1.24090, 0.81021], [0.26483, -0.91585, -0.37963], [-2.13286, 1.34820, 0.19446], [-1.99359, -0.06048, 2.52143], [0.14739, 3.73837, -0.97607], [0.23398, 0.32175, 2.75040], [0.53381, 1.38787, -2.13675], [0.92711, 1.80581, 1.00078], [1.90398, 0.35268, -0.46956], [0.52605, -1.37726, -1.32821], [-0.89986, -1.00504, -0.17992], [0.50191, -1.28299, 0.64576], [-2.80392, 1.01354, 1.00014]], "orbital_gap_ev": 7.82, "charge": -1, "lumo_ev": 3.00}



{"formula": "C6H6NO6", "method": "ωB97M-V/def2-TZVPD", "symbols": ["O", "O", "C", "C", "C", "C", "C", "C", "O", "O", "N", "O", "O", "H", "H", "H", "H", "H", "H"], "coordinates": [[0.23415, 2.46030, 1.03594], [1.40186, 2.81868, 0.83355], [1.22712, -1.78071, 0.38075], [0.77345, -1.27300, -0.80065], [-0.30150, -0.22418, -0.80029], [-0.85841, 0.11219, 0.52565], [-0.41272, -0.50281, 1.68101], [0.65295, -1.43500, 1.62088], [-0.92646, -0.27507, 2.94084], [0.27807, 0.94348, -1.44662], [-0.52215, 1.33809, -2.77637], [-1.45482, 2.07067, -2.57039], [0.00624, 0.90543, -3.76755], [2.05339, -2.48596, 0.38093], [1.27184, -1.52255, -1.72955], [-1.12353, -0.47075, -1.49406], [-1.65331, 0.85097, 0.58031], [1.01644, -1.88167, 2.55231], [-1.66261, 0.35188, 2.85332]], "multiplicity": 4, "orbital_gap_ev": [7.74, 7.73], "lumo_ev": [-0.14, -1.31], "s2": 3.800}



{"formula": "C6H6O", "method": "ωB97M-V/def2-TZVPD", "symbols": ["O", "C", "C", "C", "C", "C", "C", "H", "H", "H", "H", "H", "H"], "coordinates": [[0.08278, -0.28248, 1.80104], [0.57296, -0.60797, 0.54197], [-0.52657, -0.75583, -0.52503], [-1.28689, 0.46190, -0.77586], [-1.89418, 1.47832, -0.96567], [1.27636, 1.15564, -0.22779], [1.97107, 0.16273, 0.16328], [-0.32708, 0.59136, 1.72982], [1.03055, -1.58650, 0.64703], [-1.21755, -1.53121, -0.17605], [-0.08462, -1.09255, -1.46635], [-2.49227, 2.32989, -1.17868], [2.89545, -0.32330, 0.43228]], "orbital_gap_ev": 10.14, "lumo_ev": 0.45}



{"formula": "C6H6O", "method": "ωB97M-V/def2-TZVPD", "symbols": ["C", "C", "C", "C", "C", "C", "O", "H", "H", "H", "H", "H", "H"], "coordinates": [[-1.63902, -0.97693, -0.31630], [-0.87965, -1.67230, 0.53125], [0.32002, 1.46304, 0.24848], [2.21078, -0.08123, -0.27877], [0.80054, 0.24060, -0.08294], [-0.19045, -0.89624, -0.55637], [2.71029, -1.15951, -0.42867], [-2.65318, -0.68447, -0.66842], [-0.76720, -2.35967, 1.23611], [-0.65208, 1.65234, 0.51227], [0.90743, 2.41281, 0.35405], [2.91953, 0.85203, -0.13078], [0.30160, -1.41712, -1.52059]], "smiles": "C=C(C=O)C1C=C1", "orbital_gap_ev": 9.34, "lumo_ev": 0.21}



{"formula": "C6H6O", "method": "ωB97M-V/def2-TZVPD", "symbols": ["C", "C", "C", "C", "C", "O", "C", "H", "H", "H", "H", "H", "H"], "coordinates": [[2.45081, -1.08992, 0.34619], [1.49824, -0.29944, 0.81193], [0.27043, 0.12262, 0.30152], [-0.46829, 1.31379, 0.22557], [-1.81599, 1.02662, -0.31303], [-1.77571, -0.40691, -0.61930], [-0.62504, -0.83685, -0.23624], [3.26262, -1.46973, 0.97173], [-0.13013, 2.30691, 0.48741], [-2.64308, 1.14367, 0.40093], [-2.10066, 1.50570, -1.25798], [-0.41762, -1.88920, -0.42448], [2.49443, -1.42726, -0.69425]], "orbital_gap_ev": [6.11, 7.90], "lumo_ev": [-0.45, 0.17]}



The evaluated M for the records listed, in turn: 184.1, 167.1, 148.1, 172.2, 188.1, 94.1, 94.1, 94.1 g mol⁻¹.
The evaluated relative energy (zero: lowest compared OMol25 entry of this formula, charge and spin) for the records listed, in turn: 135.6, 575.3, 410.4, 144.8, 0.0, 598.3, 421.9, 462.3 kJ/mol.